Below is C8H13N5 in the gas phase in a non-equilibrium geometry, with properties calculated with ωB97M-V/def2-TZVPD.

Each atom is followed by the atoms it is bonded to, with distances in Å.
Element x y z (Å)
1 C 1.89 -0.44 -1.54  N22 1.340, N23 1.341, N26 1.344
2 C 0.75 -0.27 -3.56  C3 1.417, H11 1.124, N23 1.340
3 C -0.52 -0.12 -2.95  C2 1.417, C4 1.482, H12 1.076
4 C -0.44 -0.07 -1.47  C3 1.482, N24 1.376, N26 1.377
5 C -1.42 0.15 0.81  C6 1.623, C8 1.488, H14 1.136, N24 1.407
6 C -0.44 1.33 1.34  C5 1.623, C7 1.483, H15 1.066, H16 1.030
7 C -0.48 1.06 2.79  C6 1.483, H17 1.096, H18 1.077, N25 1.443
8 C -1.08 -1.03 1.65  C5 1.488, H20 1.102, H21 1.087, N25 1.536
9 H 3.78 -1.10 -1.66  N22 1.015
10 H 3.17 -1.06 -0.04  N22 1.012
11 H 0.80 -0.29 -4.68  C2 1.124
12 H -1.37 0.24 -3.50  C3 1.076
13 H -2.45 0.09 -0.81  N24 0.985
14 H -2.39 0.54 1.23  C5 1.136
15 H -0.90 2.24 1.03  C6 1.066
16 H 0.53 1.41 1.02  C6 1.030
17 H -1.36 1.45 3.31  C7 1.096
18 H 0.28 1.46 3.44  C7 1.077
19 H 0.33 -0.83 3.15  N25 1.051
20 H -0.37 -1.59 1.02  C8 1.102
21 H -1.97 -1.62 1.80  C8 1.087
22 N 3.07 -0.78 -1.00  C1 1.340, H9 1.015, H10 1.012
23 N 1.90 -0.41 -2.89  C1 1.341, C2 1.340
24 N -1.49 0.14 -0.60  C4 1.376, C5 1.407, H13 0.985
25 N -0.60 -0.37 2.96  C7 1.443, C8 1.536, H19 1.051
26 N 0.78 -0.14 -0.85  C1 1.344, C4 1.377

Results
- frontier orbital gap (eV) = 9.0039
- total charge = 0
- E_tot (eV) = -15956.443



Below is 10 unconnected molecules or ions with the total composition C27H78N10O14 in a non-equilibrium geometry, with properties calculated with ωB97M-V/def2-TZVPD.

Each atom is followed by the atoms it is bonded to, with distances in Å.
Element x y z (Å)
1 C -8.75 -0.07 1.75  O2 1.254, N3 1.290, N4 1.287
2 O -9.90 0.43 1.74  C1 1.254
3 N -7.91 0.30 2.65  C1 1.290, H5 1.010, H6 1.010
4 N -8.10 -0.73 0.85  C1 1.287, H7 1.010, H8 1.010
5 H -6.91 0.23 2.80  N3 1.010
6 H -8.34 0.91 3.33  N3 1.010
7 H -8.63 -0.84 -0.01  N4 1.010
8 H -7.11 -0.83 0.74  N4 1.010
9 C 1.42 4.43 4.47  O10 1.208, N11 1.275, N12 1.298
10 O 1.16 3.52 3.72  C9 1.208
11 N 2.58 4.81 4.83  C9 1.275, H13 1.010, H14 1.010
12 N 0.59 5.37 4.79  C9 1.298, H15 1.010, H16 1.010
13 H 3.44 4.73 4.32  N11 1.010
14 H 2.53 5.48 5.59  N11 1.010
15 H 0.79 5.80 5.68  N12 1.010
16 H -0.35 5.09 4.56  N12 1.010
17 C 4.44 2.27 3.18  O18 1.186, N19 1.331, N20 1.308
18 O 5.59 2.10 2.94  C17 1.186
19 N 3.56 2.88 2.39  C17 1.331, H21 1.010, H22 1.010
20 N 3.94 1.91 4.34  C17 1.308, H23 1.010, H24 1.010
21 H 3.81 3.36 1.54  N19 1.010
22 H 2.57 2.91 2.54  N19 1.010
23 H 4.41 1.51 5.13  N20 1.010
24 H 2.94 2.07 4.45  N20 1.010
25 C 2.78 -1.07 0.40  O26 1.431, H34 1.090, H35 1.090, H36 1.090
26 O 2.29 -0.35 1.54  C25 1.431, C27 1.458
27 C 1.29 0.61 1.08  O26 1.458, C28 1.527, H37 1.090, H38 1.090
28 C 0.01 -0.08 0.62  C27 1.527, N29 1.519, H39 1.090, H40 1.090
29 N -0.56 -1.13 1.56  C28 1.519, C30 1.458, H41 1.010
30 C -1.56 -1.99 0.94  N29 1.458, C31 1.590, H42 1.090, H43 1.090
31 C -2.74 -1.13 0.32  C30 1.590, O32 1.414, H44 1.090, H45 1.090
32 O -3.50 -2.20 -0.19  C31 1.414, C33 1.410
33 C -4.77 -1.80 -0.66  O32 1.410, H46 1.090, H47 1.090, H48 1.090
34 H 2.21 -1.98 0.24  C25 1.090
35 H 3.73 -1.52 0.68  C25 1.090
36 H 2.94 -0.46 -0.49  C25 1.090
37 H 1.79 1.20 0.32  C27 1.090
38 H 1.05 1.32 1.87  C27 1.090
39 H 0.19 -0.58 -0.33  C28 1.090
40 H -0.73 0.69 0.38  C28 1.090
41 H 0.23 -1.60 1.97  N29 1.010
42 H -1.86 -2.79 1.62  C30 1.090
43 H -1.04 -2.40 0.08  C30 1.090
44 H -2.32 -0.65 -0.56  C31 1.090
45 H -3.35 -0.52 0.99  C31 1.090
46 H -5.28 -2.76 -0.70  C33 1.090
47 H -4.72 -1.36 -1.66  C33 1.090
48 H -5.27 -1.06 -0.03  C33 1.090
49 C -1.40 -4.05 -3.16  O50 1.424, H58 1.090, H59 1.090, H60 1.090
50 O -2.17 -3.38 -4.15  C49 1.424, C51 1.392
51 C -3.34 -2.83 -3.61  O50 1.392, C52 1.456, H61 1.090, H62 1.090
52 C -3.89 -1.85 -4.54  C51 1.456, N53 1.476, H63 1.090, H64 1.090
53 N -3.32 -0.49 -4.49  C52 1.476, C54 1.495, H65 1.010
54 C -3.90 0.43 -5.52  N53 1.495, C55 1.562, H66 1.090, H67 1.090
55 C -4.09 -0.05 -7.00  C54 1.562, O56 1.421, H68 1.090, H69 1.090
56 O -5.30 -0.79 -7.07  C55 1.421, C57 1.452
57 C -5.87 -1.01 -8.39  O56 1.452, H70 1.090, H71 1.090, H72 1.090
58 H -1.10 -5.05 -3.49  C49 1.090
59 H -1.95 -4.45 -2.31  C49 1.090
60 H -0.46 -3.57 -2.90  C49 1.090
61 H -3.12 -2.35 -2.66  C51 1.090
62 H -4.07 -3.61 -3.43  C51 1.090
63 H -4.96 -1.79 -4.36  C52 1.090
64 H -3.79 -2.26 -5.55  C52 1.090
65 H -2.31 -0.53 -4.52  N53 1.010
66 H -3.17 1.23 -5.45  C54 1.090
67 H -4.88 0.68 -5.13  C54 1.090
68 H -3.31 -0.56 -7.58  C55 1.090
69 H -4.21 0.87 -7.56  C55 1.090
70 H -5.06 -1.17 -9.11  C57 1.090
71 H -6.51 -0.18 -8.65  C57 1.090
72 H -6.47 -1.90 -8.23  C57 1.090
73 C -2.44 2.40 -1.41  O74 1.416, H82 1.090, H83 1.090, H84 1.090
74 O -2.57 2.17 -0.02  C73 1.416, C75 1.432
75 C -2.23 3.33 0.74  O74 1.432, C76 1.567, H85 1.090, H86 1.090
76 C -2.30 2.74 2.19  C75 1.567, N77 1.450, H87 1.090, H88 1.090
77 N -3.67 2.44 2.56  C76 1.450, C78 1.483, H89 1.010
78 C -3.84 2.11 4.00  N77 1.483, C79 1.563, H90 1.090, H91 1.090
79 C -5.20 1.51 4.49  C78 1.563, O80 1.386, H92 1.090, H93 1.090
80 O -5.38 0.34 3.76  C79 1.386, C81 1.404
81 C -5.57 -0.84 4.50  O80 1.404, H94 1.090, H95 1.090, H96 1.090
82 H -2.82 1.47 -1.85  C73 1.090
83 H -1.42 2.48 -1.78  C73 1.090
84 H -2.97 3.25 -1.83  C73 1.090
85 H -2.86 4.17 0.44  C75 1.090
86 H -1.22 3.58 0.43  C75 1.090
87 H -1.86 3.39 2.94  C76 1.090
88 H -1.72 1.82 2.22  C76 1.090
89 H -4.14 1.76 1.98  N77 1.010
90 H -3.79 2.94 4.70  C78 1.090
91 H -2.98 1.48 4.22  C78 1.090
92 H -6.03 2.15 4.19  C79 1.090
93 H -5.07 1.37 5.56  C79 1.090
94 H -6.59 -0.83 4.89  C81 1.090
95 H -4.81 -1.03 5.26  C81 1.090
96 H -5.37 -1.59 3.74  C81 1.090
97 C 8.48 0.80 -3.19  O98 1.432, H106 1.090, H107 1.090, H108 1.090
98 O 7.79 0.31 -2.04  C97 1.432, C99 1.411
99 C 7.97 1.03 -0.84  O98 1.411, C100 1.555, H109 1.090, H110 1.090
100 C 9.42 0.84 -0.29  C99 1.555, N101 1.544, H111 1.090, H112 1.090
101 N 10.26 -0.34 -0.80  C100 1.544, C102 1.509, H113 1.010
102 C 10.38 -1.40 0.27  N101 1.509, C103 1.518, H114 1.090, H115 1.090
103 C 9.10 -1.93 0.89  C102 1.518, O104 1.479, H116 1.090, H117 1.090
104 O 8.20 -2.42 -0.18  C103 1.479, C105 1.351
105 C 7.04 -2.95 0.27  O104 1.351, H118 1.090, H119 1.090, H120 1.090
106 H 7.81 0.64 -4.04  C97 1.090
107 H 9.38 0.22 -3.38  C97 1.090
108 H 8.80 1.84 -3.19  C97 1.090
109 H 7.23 0.74 -0.10  C99 1.090
110 H 7.68 2.07 -0.99  C99 1.090
111 H 9.62 0.88 0.78  C100 1.090
112 H 9.90 1.77 -0.61  C100 1.090
113 H 9.72 -0.88 -1.46  N101 1.010
114 H 10.98 -1.01 1.09  C102 1.090
115 H 10.94 -2.26 -0.10  C102 1.090
116 H 8.57 -1.20 1.49  C103 1.090
117 H 9.27 -2.71 1.64  C103 1.090
118 H 7.17 -3.87 0.84  C105 1.090
119 H 6.32 -3.12 -0.53  C105 1.090
120 H 6.42 -2.41 0.98  C105 1.090
121 O 2.58 -3.99 -1.30  H122 0.957, H123 0.957
122 H 3.35 -4.40 -0.91  O121 0.957
123 H 1.86 -4.58 -1.08  O121 0.957
124 O 2.55 -1.94 -2.89  H125 0.957, H126 0.957
125 H 2.40 -2.69 -2.32  O124 0.957
126 H 3.35 -2.15 -3.37  O124 0.957
127 O -2.52 -1.07 3.70  H128 0.957, H129 0.957
128 H -1.80 -0.99 3.06  O127 0.957
129 H -3.30 -0.81 3.21  O127 0.957

Results
- frontier orbital gap (alpha / beta) (eV) = 7.4567 / 2.4057
- expectation value of S² = 0.754
- total charge = +1
- E_tot (eV) = -72814.426
- spin multiplicity = 2



Below is C22H28N2O4 in the gas phase, with properties calculated with ωB97M-V/def2-TZVPD.

Each atom is followed by the atoms it is bonded to, with distances in Å.
Element x y z (Å)
1 C 2.44 7.49 -0.15  C2 1.526, H54 1.086, H55 1.087, H56 1.087
2 C 1.03 7.46 0.42  C1 1.526, O3 1.413, H52 1.097, H53 1.094
3 O 0.89 6.56 1.50  C2 1.413, C4 1.361
4 C 0.82 5.22 1.26  O3 1.361, C5 1.391, C9 1.397
5 C 0.75 4.62 0.02  C4 1.391, C6 1.384, H51 1.078
6 C 0.66 3.24 -0.10  C5 1.384, C7 1.388, H50 1.077
7 C 0.63 2.44 1.04  C6 1.388, C8 1.394, N12 1.404
8 C 0.70 3.05 2.29  C7 1.394, C9 1.376, H11 1.081
9 C 0.79 4.42 2.40  C4 1.397, C8 1.376, H10 1.078
10 H 0.84 4.89 3.37  C9 1.078
11 H 0.68 2.44 3.19  C8 1.081
12 N 0.55 1.04 0.99  C7 1.404, C13 1.353, H49 1.010
13 C 0.52 0.23 -0.09  N12 1.353, O14 1.214, C15 1.532
14 O 0.50 0.59 -1.24  C13 1.214
15 C 0.51 -1.26 0.27  C13 1.532, N16 1.442, C35 1.553, H48 1.098
16 N -0.02 -1.97 -0.87  C15 1.442, C17 1.346, H34 1.011
17 C -0.67 -3.14 -0.76  N16 1.346, O18 1.209, O19 1.352
18 O -0.82 -3.75 0.27  C17 1.209
19 O -1.10 -3.55 -1.98  C17 1.352, C20 1.431
20 C -1.84 -4.77 -2.01  O19 1.431, C21 1.506, H32 1.092, H33 1.096
21 C -3.32 -4.52 -1.94  C20 1.506, C22 1.388, C26 1.390
22 C -4.10 -4.52 -3.09  C21 1.388, C23 1.384, H31 1.081
23 C -5.45 -4.26 -3.02  C22 1.384, C24 1.384, H30 1.080
24 C -6.04 -3.98 -1.80  C23 1.384, C25 1.385, H29 1.080
25 C -5.27 -3.96 -0.65  C24 1.385, C26 1.383, H28 1.080
26 C -3.92 -4.23 -0.72  C21 1.390, C25 1.383, H27 1.080
27 H -3.31 -4.23 0.17  C26 1.080
28 H -5.73 -3.74 0.31  C25 1.080
29 H -7.10 -3.77 -1.74  C24 1.080
30 H -6.05 -4.27 -3.92  C23 1.080
31 H -3.64 -4.74 -4.05  C22 1.081
32 H -1.57 -5.25 -2.96  C20 1.092
33 H -1.52 -5.40 -1.17  C20 1.096
34 H 0.01 -1.47 -1.75  N16 1.011
35 C 1.92 -1.80 0.63  C15 1.553, C36 1.526, H40 1.095, C41 1.532
36 C 2.91 -1.46 -0.48  C35 1.526, H37 1.088, H38 1.086, H39 1.087
37 H 3.08 -0.39 -0.53  C36 1.088
38 H 3.86 -1.95 -0.30  C36 1.086
39 H 2.53 -1.80 -1.44  C36 1.087
40 H 1.81 -2.88 0.69  C35 1.095
41 C 2.40 -1.29 2.00  C35 1.532, C42 1.526, H46 1.094, H47 1.093
42 C 3.57 -2.11 2.54  C41 1.526, H43 1.087, H44 1.086, H45 1.088
43 H 3.30 -3.16 2.61  C42 1.087
44 H 4.44 -2.01 1.90  C42 1.086
45 H 3.84 -1.76 3.54  C42 1.088
46 H 1.57 -1.37 2.72  C41 1.094
47 H 2.70 -0.24 1.92  C41 1.093
48 H -0.16 -1.45 1.12  C15 1.098
49 H 0.52 0.60 1.90  N12 1.010
50 H 0.61 2.78 -1.07  C6 1.077
51 H 0.77 5.20 -0.89  C5 1.078
52 H 0.29 7.24 -0.36  C2 1.097
53 H 0.79 8.44 0.85  C2 1.094
54 H 2.50 8.23 -0.94  C1 1.086
55 H 2.72 6.52 -0.56  C1 1.087
56 H 3.15 7.74 0.63  C1 1.087

Results
- frontier orbital gap (eV) = 8.7751
- total charge = 0
- E_tot (eV) = -34440.159



Below is 4 unconnected molecules or ions with the total composition C12H30FN7O7S in a non-equilibrium geometry, with properties calculated with ωB97M-V/def2-TZVPD.

Each atom is followed by the atoms it is bonded to, with distances in Å.
Element x y z (Å)
1 C 1.39 1.26 2.14  C2 1.569, H17 1.101, H18 1.099, H19 1.100
2 C 1.51 2.33 1.00  C1 1.569, C3 1.566, H20 1.098, H21 1.093
3 C 2.35 1.70 -0.16  C2 1.566, N4 1.512, H22 1.098, H23 1.097
4 N 1.42 1.43 -1.33  C3 1.512, C5 1.485, S13 1.660
5 C 1.25 -0.04 -1.35  N4 1.485, C6 1.538, H24 1.105, H25 1.109
6 C 0.27 -0.60 -2.41  C5 1.538, C7 1.562, H26 1.097, H27 1.103
7 C -1.23 -0.56 -1.99  C6 1.562, C8 1.526, H28 1.098, H29 1.101
8 C -1.94 0.79 -2.14  C7 1.526, O9 1.188, O10 1.358
9 O -2.98 0.82 -2.71  C8 1.188
10 O -1.42 1.95 -1.66  C8 1.358, C11 1.438
11 C -2.42 2.76 -1.01  O10 1.438, C12 1.565, H30 1.097, H31 1.098
12 C -1.67 4.02 -0.47  C11 1.565, H32 1.098, H33 1.094, H34 1.098
13 S 2.06 2.00 -2.75  N4 1.660, O14 1.423, O15 1.408, F16 1.596
14 O 3.14 1.21 -3.22  S13 1.423
15 O 1.06 2.24 -3.71  S13 1.408
16 F 2.69 3.43 -2.42  S13 1.596
17 H 1.25 1.72 3.12  C1 1.101
18 H 0.52 0.64 1.87  C1 1.099
19 H 2.30 0.65 2.22  C1 1.100
20 H 1.99 3.26 1.35  C2 1.098
21 H 0.49 2.54 0.65  C2 1.093
22 H 2.78 0.74 0.17  C3 1.098
23 H 3.20 2.33 -0.44  C3 1.097
24 H 2.23 -0.54 -1.50  C5 1.105
25 H 0.91 -0.31 -0.33  C5 1.109
26 H 0.39 -0.17 -3.41  C6 1.097
27 H 0.51 -1.67 -2.50  C6 1.103
28 H -1.75 -1.23 -2.70  C7 1.098
29 H -1.37 -1.02 -1.00  C7 1.101
30 H -2.91 2.26 -0.16  C11 1.097
31 H -3.16 3.13 -1.73  C11 1.098
32 H -2.07 4.27 0.52  C12 1.098
33 H -0.59 3.85 -0.46  C12 1.094
34 H -1.89 4.87 -1.14  C12 1.098
35 C -4.64 1.06 2.09  O36 1.219, N37 1.366, N38 1.363
36 O -3.55 1.39 1.67  C35 1.219
37 N -4.93 1.01 3.43  C35 1.366, H39 1.002, H40 1.004
38 N -5.67 0.72 1.27  C35 1.363, H41 1.005, H42 1.002
39 H -5.83 0.75 3.79  N37 1.002
40 H -4.20 1.26 4.06  N37 1.004
41 H -5.49 0.74 0.28  N38 1.005
42 H -6.58 0.45 1.59  N38 1.002
43 C 0.32 -2.52 2.23  O44 1.219, N45 1.361, N46 1.368
44 O 0.10 -2.28 1.05  C43 1.219
45 N 1.42 -3.20 2.65  C43 1.361, H47 1.002, H48 1.010
46 N -0.52 -2.11 3.23  C43 1.368, H49 1.004, H50 1.002
47 H 1.61 -3.41 3.61  N45 1.002
48 H 2.06 -3.52 1.94  N45 1.010
49 H -1.34 -1.60 2.95  N46 1.004
50 H -0.36 -2.29 4.20  N46 1.002
51 C 3.54 -4.25 -0.90  O52 1.220, N53 1.362, N54 1.365
52 O 3.27 -3.51 0.03  C51 1.220
53 N 3.57 -3.82 -2.19  C51 1.362, H55 1.002, H56 1.005
54 N 3.84 -5.57 -0.73  C51 1.365, H57 1.003, H58 1.002
55 H 3.79 -4.40 -2.97  N53 1.002
56 H 3.35 -2.85 -2.35  N53 1.005
57 H 3.83 -5.93 0.21  N54 1.003
58 H 4.06 -6.19 -1.48  N54 1.002

Results
- frontier orbital gap (eV) = 9.7885
- total charge = 0
- E_tot (eV) = -51248.662